1.
Entry from the Open Molecules 2025 dataset: a structure of composition C18H23FeN2O3 at a distorted geometry (wB97M-V/def2-TZVPD).

```
! RIJCOSX wB97M-V def2-TZVPD def2/J DEFGRID3
* xyz -1 5
C -4.90 -4.62 -2.32
O 2.70 2.01 2.09
C -0.25 1.17 -1.02
H -2.72 1.14 2.24
H -3.05 -0.93 0.49
C -1.23 -3.91 1.98
H -2.78 -4.03 -3.87
H -5.68 -4.29 -3.02
H 0.10 -0.85 -1.66
C -0.36 -0.23 -0.87
C -3.92 -3.48 -2.11
H -2.81 1.48 0.51
H -4.01 -2.78 -4.13
N -2.92 -3.92 -1.14
H 0.27 2.97 0.09
H -1.05 -6.15 0.32
H -1.35 -4.81 2.59
H -0.72 -1.98 0.28
H -5.38 -4.90 -1.37
C -2.49 -3.23 -0.08
C -4.63 -2.26 -1.54
C -3.25 -3.14 -3.43
H -3.94 -1.43 -1.35
C -2.34 -5.18 -1.19
C 0.53 -0.31 2.61
C 1.97 -0.93 0.54
H -5.38 -1.93 -2.27
C 1.89 1.37 1.56
H -2.54 -5.89 -1.97
H 0.05 1.57 -1.99
C -0.20 1.98 0.12
H -2.11 -1.07 1.95
C -0.82 1.55 1.34
Fe 0.64 0.27 0.94
H -1.75 -3.08 2.48
O 0.74 -0.58 3.72
C -1.64 -5.32 -0.04
H -4.41 -5.50 -2.75
O 2.91 -1.61 0.60
N -1.78 -4.13 0.66
H -5.15 -2.53 -0.61
H -0.16 -3.67 1.93
C -0.93 -0.91 0.22
C -2.14 -0.54 0.99
C -2.21 0.98 1.28
H -2.49 -2.36 -3.31
H -0.62 2.13 2.25
*
```

The calculation puts the LUMO energy (alpha / beta) at 2.6797 / 1.9672 eV. The value obtained for the HOMO energy (alpha / beta) is -1.1 / -3.8 eV. The calculation puts the orbital gap (alpha / beta) at 3.74 / 5.75 eV.

---

2.
Entry from the Open Molecules 2025 dataset: a structure of composition C18H23N3O3S at a distorted geometry (wB97M-V/def2-TZVPD).

```
! RIJCOSX wB97M-V def2-TZVPD def2/J DEFGRID3
* xyz 0 1
H 0.88 -2.14 -3.85
O -0.41 -3.52 -0.53
C -0.99 -0.49 0.18
H 0.91 -2.45 -1.93
C 2.90 -0.15 2.09
C -0.38 0.27 -3.56
H 1.28 -2.16 2.89
H -3.63 1.52 -1.33
H 0.83 0.90 4.39
H 3.00 0.11 4.27
C 0.53 -0.45 -2.82
H -1.43 3.58 -0.35
H -1.25 2.26 -3.73
C -2.84 -0.38 -1.40
N -0.99 -2.43 -2.80
H 0.07 -1.39 0.48
H 3.84 -0.85 2.01
C 1.85 -1.56 3.83
H -1.16 -3.29 -3.48
H 2.75 -2.21 3.81
S -1.52 -2.84 -1.42
H -3.15 3.41 -0.32
C 0.05 1.29 1.44
H -0.32 -0.51 2.75
C 0.49 -2.08 -2.95
C 1.34 0.73 3.58
C -1.71 -0.99 -0.93
N 0.13 0.55 2.50
N 0.31 2.36 -2.45
H 1.50 1.72 3.35
C 2.48 -0.18 3.33
C 1.22 1.69 -1.85
C -2.27 2.97 0.23
O -2.74 -3.36 -1.58
H -3.53 -0.70 -2.03
H 3.36 0.91 1.75
C -2.99 0.80 -1.08
C -0.56 1.46 -3.21
H 1.36 -1.52 4.64
C -1.20 0.90 0.63
C -2.14 1.48 -0.20
H 2.20 -0.52 1.45
H 1.85 2.03 -0.97
H -2.21 3.24 1.22
H 1.86 -0.32 -1.41
O 0.61 2.36 1.30
H -1.47 -0.19 -3.99
C 1.28 0.13 -1.94
*
```

The calculation puts the LUMO energy at 0.3887 eV. The calculation puts the relative energy (zero: lowest compared OMol25 entry of this formula, charge and spin) at 1591.5 kJ/mol. The value obtained for the HOMO energy is -9.0 eV. The calculation puts the orbital gap at 9.42 eV.

---

3.
Entry from the Open Molecules 2025 dataset: the molecule C18H23N5OS at a distorted geometry (wB97M-V/def2-TZVPD).

```
! RIJCOSX wB97M-V def2-TZVPD def2/J DEFGRID3
* xyz 0 1
H 3.23 2.30 -0.47
H 2.32 -2.45 1.69
C -0.88 -1.78 2.66
C -0.26 1.34 -1.19
C 1.60 1.24 0.46
H 2.69 -1.41 -0.73
H -4.08 -2.12 2.61
H 3.79 3.73 1.49
H -0.78 -1.78 3.73
C 1.59 -2.25 2.47
C -1.81 0.84 -3.11
C 3.16 2.85 1.61
N 0.95 0.88 -0.77
H 1.90 -1.38 3.04
C 2.77 -0.67 -1.53
S -3.57 -1.17 -2.71
N -1.32 -1.72 -1.30
H -3.84 -0.39 2.42
C -2.27 -0.45 -3.79
C -2.11 -1.55 2.09
H 1.86 3.32 -0.04
C 0.25 -2.00 1.84
H 1.53 -3.10 3.14
H -0.62 3.20 -0.20
C 2.48 2.49 0.30
H 2.43 3.06 2.39
H 2.20 0.40 0.79
C -0.99 -1.79 -0.03
H 3.58 0.03 -1.29
H -2.04 2.43 -0.93
H -2.78 -0.24 -4.73
H 0.70 -0.67 -3.61
C -0.54 0.74 -2.41
H -1.48 -1.18 -3.90
C -2.63 -1.43 -1.28
H -1.36 1.80 0.58
H -3.21 -1.21 3.88
N -3.17 -1.34 -0.07
H 3.02 -1.19 -2.45
C -3.38 -1.30 2.81
N 0.19 -2.01 0.53
C 0.57 -0.09 -2.73
C 1.47 0.03 -1.71
H 3.79 2.03 1.95
O -2.53 1.82 -3.10
N -2.14 -1.56 0.74
C -1.12 2.25 -0.38
H 0.83 1.43 1.22
*
```

The calculation puts the LUMO energy at 0.4013 eV. Its SMILES is CCCn1c(C)cc(C(=O)CSc2nc3nc(C)cc(C)n3n2)c1C. The calculation puts the relative energy (zero: lowest compared OMol25 entry of this formula, charge and spin) at 14.9 kJ/mol. The value obtained for the HOMO energy is -7.7 eV. The calculation puts the orbital gap at 8.12 eV.

---

4.
Entry from the Open Molecules 2025 dataset: a cluster of 2 separate species, C18H23NO2S in total at a distorted geometry (wB97M-V/def2-TZVPD).

```
! RIJCOSX wB97M-V def2-TZVPD def2/J DEFGRID3
* xyz 0 1
C 1.34 -1.85 -1.67
H -2.35 -3.65 -1.64
C -0.74 0.71 2.20
S 1.63 0.30 0.44
H -0.61 2.20 4.37
C -0.87 -0.32 1.05
H -3.73 0.22 3.57
C -3.08 0.04 2.73
H 2.48 -2.44 -0.05
C -3.12 -0.58 1.63
C -2.07 -1.03 1.01
C 1.94 -2.89 -0.85
O 0.19 4.94 -1.31
H 0.87 1.27 -1.85
C -1.74 1.76 4.26
H 2.91 -3.73 -2.65
C -1.03 -2.18 -0.79
H 3.91 -4.43 -1.18
H 2.49 2.19 -0.81
H -4.07 -1.30 1.53
H -1.52 -2.77 -2.83
C -1.87 0.69 3.11
C -0.06 3.70 -1.29
H 0.29 1.30 2.29
H 1.44 -3.63 -0.84
C 0.15 -0.57 0.14
C -1.33 -3.06 -1.90
H -2.51 2.69 4.08
H 4.61 -2.04 -1.32
C 0.40 2.77 -0.23
C 4.29 -2.35 -2.07
H 5.20 -2.86 -2.73
H -2.21 1.22 5.01
O -0.52 3.23 -2.37
C 1.50 1.69 -0.79
C 3.14 -3.34 -1.77
H 3.96 -1.54 -2.86
H -0.68 2.07 0.10
H 0.78 3.23 0.58
H 1.91 -1.17 -1.76
H -0.60 -3.99 -1.79
N -2.25 -1.88 -0.15
C 0.31 -1.46 -0.72
H -0.62 4.01 -3.16
H 0.86 -2.30 -2.57
*
```

The calculation puts the LUMO energy at 0.1411 eV. The calculation puts the relative energy (zero: lowest compared OMol25 entry of this formula, charge and spin) at 1404.0 kJ/mol. The value obtained for the HOMO energy is -8.7 eV. The calculation puts the orbital gap at 8.79 eV.

---

5.
Entry from the Open Molecules 2025 dataset: a cluster of 3 separate species, C18H23NO7 in total at a distorted geometry (wB97M-V/def2-TZVPD).

```
! RIJCOSX wB97M-V def2-TZVPD def2/J DEFGRID3
* xyz 0 1
H 1.51 -5.59 -0.69
H 0.72 2.16 -3.39
C -3.62 -3.71 0.16
O 1.33 4.46 2.89
H 1.09 -5.65 0.93
O -0.06 -0.56 -4.02
C -2.41 3.08 -3.66
H -3.01 3.81 -3.13
C -1.38 -4.22 -0.56
H -3.79 -2.06 1.54
N 1.67 -5.21 0.23
C -0.87 -3.19 0.25
H -3.57 1.40 -3.00
H 1.14 0.85 -2.28
H -3.12 -5.25 -1.24
H -1.37 3.42 -3.67
O 0.54 -0.56 0.40
C 3.13 3.33 4.15
C 2.07 4.40 4.02
O 1.82 5.17 4.91
H 3.88 3.69 4.85
C 0.58 -2.95 0.30
C -1.76 -2.41 0.99
C 0.31 1.40 -2.72
C 1.15 -1.58 0.41
C 1.66 3.73 1.70
C -3.12 -2.68 0.95
H -0.22 1.88 -1.91
O 3.97 -3.35 0.37
H -1.40 -1.61 1.61
H 2.74 3.73 1.54
H -0.72 -4.81 -1.17
H 2.67 2.43 4.55
H 0.01 2.37 1.84
C 1.60 -3.81 0.28
H 1.51 1.73 2.50
H -2.21 1.74 -1.95
C 2.85 -3.01 0.38
C -2.74 -4.47 -0.61
C 1.09 2.33 1.70
H -2.75 3.02 -4.69
H -4.68 -3.89 0.15
H 1.30 1.83 0.76
C -0.53 0.43 -3.51
H 3.63 3.09 3.21
O -1.83 0.70 -3.72
C -2.53 1.72 -2.99
H 1.23 4.32 0.89
O 2.50 -1.66 0.48
*
```

The calculation puts the LUMO energy at -0.9996 eV. Its SMILES is NC1=C(c2ccccc2)C(=O)OC1=O.CCOC(C)=O.CCOC(C)=O. The calculation puts the relative energy (zero: lowest compared OMol25 entry of this formula, charge and spin) at 78.0 kJ/mol. The value obtained for the HOMO energy is -9.7 eV. The calculation puts the orbital gap at 8.67 eV.